--- 1 ---
ORCA calculation (ωB97M-V/def2-TZVPD) on a cluster of 2 separate species, C5H14S in total.

Each atom is followed by the atoms it is bonded to, with distances in Å.
Cartesian coordinates (Å):
1 C 0.481 0.626 -2.314  C2 1.536, S4 1.821, H5 1.086, H6 1.090
2 C 1.064 -0.628 -1.644  C1 1.536, H7 1.092, H8 1.090, H12 1.089
3 C -0.528 1.329 0.372  S4 1.863, H9 1.087, H10 1.080, H11 1.083
4 S -0.687 1.718 -1.442  C1 1.821, C3 1.863
5 H 1.277 1.317 -2.577  C1 1.086
6 H 0.039 0.257 -3.239  C1 1.090
7 H 0.599 -1.587 -1.884  C2 1.092
8 H 1.071 -0.559 -0.556  C2 1.090
9 H -0.340 0.260 0.332  C3 1.087
10 H 0.255 1.975 0.740  C3 1.080
11 H -1.501 1.464 0.831  C3 1.083
12 H 2.081 -0.756 -2.011  C2 1.089
13 C 0.332 -2.542 2.340  C14 1.533, H15 1.090, H16 1.084, H17 1.089
14 C -0.151 -1.594 3.444  C13 1.533, H18 1.095, H19 1.102, H20 1.083
15 H -0.161 -2.271 1.405  C13 1.090
16 H 1.406 -2.465 2.211  C13 1.084
17 H 0.013 -3.564 2.534  C13 1.089
18 H -0.686 -0.768 2.966  C14 1.095
19 H -1.025 -1.989 3.987  C14 1.102
20 H 0.526 -1.286 4.231  C14 1.083

- SMILES: CCSC.CC
- HOMO level: -8.333 eV

--- 2 ---
ORCA calculation (ωB97M-V/def2-TZVPD) on a cluster of 2 separate species, C5H14S in total.

Each atom is followed by the atoms it is bonded to, with distances in Å.
Cartesian coordinates (Å):
1 C 0.737 0.011 -0.335  C2 1.528, S4 1.807, H5 1.091, H6 1.089
2 C 2.255 0.170 -0.263  C1 1.528, H7 1.090, H8 1.092, H12 1.089
3 C 0.666 -2.723 -0.051  S4 1.804, H9 1.092, H10 1.087, H11 1.087
4 S 0.210 -1.455 -1.251  C1 1.807, C3 1.804
5 H 0.329 -0.063 0.675  C1 1.091
6 H 0.266 0.883 -0.787  C1 1.089
7 H 2.693 0.085 -1.257  C2 1.090
8 H 2.681 -0.617 0.363  C2 1.092
9 H 0.176 -2.528 0.906  C3 1.092
10 H 0.297 -3.671 -0.432  C3 1.087
11 H 1.743 -2.770 0.083  C3 1.087
12 H 2.531 1.124 0.186  C2 1.089
13 C -1.597 2.128 1.839  C14 1.529, H15 1.089, H16 1.090, H17 1.088
14 C -2.388 2.989 0.854  C13 1.529, H18 1.092, H19 1.088, H20 1.089
15 H -1.825 2.421 2.863  C13 1.089
16 H -1.866 1.076 1.745  C13 1.090
17 H -0.527 2.236 1.673  C13 1.088
18 H -3.460 2.919 1.050  C14 1.092
19 H -2.089 4.033 0.919  C14 1.088
20 H -2.227 2.652 -0.169  C14 1.089

- SMILES: CCSC.CC
- HOMO level: -8.494 eV

--- 3 ---
ORCA calculation (ωB97M-V/def2-TZVPD) on a cluster of 2 separate species, C5H14S in total.

Each atom is followed by the atoms it is bonded to, with distances in Å.
Cartesian coordinates (Å):
1 C -1.281 0.665 1.589  C2 1.561, C3 1.541, H4 1.078, H5 1.074
2 C -1.871 -0.634 2.222  C1 1.561, H6 1.119, H10 1.099, H11 1.079
3 C -2.062 1.075 0.325  C1 1.541, H7 1.091, H8 1.123, H9 1.108
4 H -1.488 1.504 2.234  C1 1.078
5 H -0.232 0.547 1.389  C1 1.074
6 H -2.104 -1.309 1.360  C2 1.119
7 H -1.755 0.554 -0.584  C3 1.091
8 H -3.118 0.712 0.439  C3 1.123
9 H -1.930 2.136 0.032  C3 1.108
10 H -1.135 -1.019 2.941  C2 1.099
11 H -2.882 -0.500 2.574  C2 1.079
12 C 1.162 -0.470 -1.806  C13 1.509, S14 1.860, H15 1.067, H16 1.107
13 C 0.197 -1.528 -1.331  C12 1.509, H17 1.067, H19 1.113, H20 1.119
14 S 2.090 0.552 -0.560  C12 1.860, H18 1.303
15 H 2.001 -0.788 -2.383  C12 1.067
16 H 0.619 0.207 -2.494  C12 1.107
17 H -0.778 -1.268 -1.678  C13 1.067
18 H 1.785 0.160 0.645  S14 1.303
19 H 0.099 -1.622 -0.226  C13 1.113
20 H 0.648 -2.511 -1.619  C13 1.119

- SMILES: CCC.CCS
- HOMO level: -8.912 eV

Which is most stable? The ranking, best first, is 2, 1, 3.

--- 1 ---
ORCA calculation (ωB97M-V/def2-TZVPD) on a cluster of 2 separate species, C5H14S in total.

Each atom is followed by the atoms it is bonded to, with distances in Å.
Cartesian coordinates (Å):
1 C 1.438 -0.965 -1.579  C2 1.471, S4 1.948, H5 1.125, H6 1.094
2 C 1.614 -1.856 -0.423  C1 1.471, H7 1.124, H8 1.092, H12 1.110
3 C -1.441 -0.916 -0.718  S4 1.806, H9 1.130, H10 1.087, H11 1.098
4 S -0.318 -0.202 -1.938  C1 1.948, C3 1.806
5 H 2.173 -0.119 -1.682  C1 1.125
6 H 1.623 -1.286 -2.608  C1 1.094
7 H 2.304 -1.539 0.407  C2 1.124
8 H 1.880 -2.882 -0.686  C2 1.092
9 H -1.895 -0.166 -0.005  C3 1.130
10 H -2.240 -1.541 -1.110  C3 1.087
11 H -0.999 -1.672 -0.058  C3 1.098
12 H 0.692 -1.943 0.189  C2 1.110
13 C 0.221 1.933 2.637  C14 1.513, H15 1.083, H16 1.077, H17 1.118
14 C -1.114 2.155 3.313  C13 1.513, H18 1.087, H19 1.092, H20 1.108
15 H 0.184 1.240 1.805  C13 1.083
16 H 0.766 2.796 2.295  C13 1.077
17 H 0.731 1.298 3.403  C13 1.118
18 H -2.033 1.711 2.938  C14 1.087
19 H -1.375 3.215 3.289  C14 1.092
20 H -1.098 2.021 4.413  C14 1.108

- SMILES: CCSC.CC
- HOMO level: -8.362 eV

--- 2 ---
ORCA calculation (ωB97M-V/def2-TZVPD) on a cluster of 2 separate species, C5H14S in total.

Each atom is followed by the atoms it is bonded to, with distances in Å.
Cartesian coordinates (Å):
1 C 4.115 0.885 -0.908  C2 1.522, H4 1.087, H5 1.087, H6 1.087
2 C 2.611 0.989 -0.696  C1 1.522, S3 1.826, H7 1.080, H8 1.083
3 S 1.985 -0.481 0.189  C2 1.826, H9 1.339
4 H 4.370 -0.131 -1.201  C1 1.087
5 H 4.488 1.627 -1.609  C1 1.087
6 H 4.598 1.081 0.045  C1 1.087
7 H 2.057 1.025 -1.623  C2 1.080
8 H 2.293 1.862 -0.141  C2 1.083
9 H 1.663 -0.030 1.409  S3 1.339
10 C -2.176 -0.120 1.541  C11 1.531, H13 1.085, H14 1.072, H15 1.093
11 C -3.179 -0.621 0.498  C10 1.531, C12 1.519, H16 1.096, H17 1.093
12 C -2.491 -1.103 -0.766  C11 1.519, H18 1.089, H19 1.088, H20 1.089
13 H -1.569 0.643 1.066  C10 1.085
14 H -2.608 0.273 2.441  C10 1.072
15 H -1.538 -0.951 1.852  C10 1.093
16 H -3.796 -1.391 0.973  C11 1.096
17 H -3.912 0.152 0.254  C11 1.093
18 H -3.050 -1.903 -1.248  C12 1.089
19 H -1.494 -1.497 -0.578  C12 1.088
20 H -2.366 -0.307 -1.499  C12 1.089

- SMILES: CCC.CCS
- HOMO level: -9.035 eV

Which is most stable? The ranking, best first, is 2, 1.

--- 1 ---
ORCA calculation (ωB97M-V/def2-TZVPD) on a cluster of 2 separate species, C5H14S in total.

Each atom is followed by the atoms it is bonded to, with distances in Å.
Cartesian coordinates (Å):
1 C 0.878 1.459 2.568  C2 1.541, H4 1.093, H5 1.090, H6 1.082
2 C 1.262 -0.030 2.672  C1 1.541, S3 1.867, H7 1.085, H8 1.084
3 S 1.719 -0.920 1.095  C2 1.867, H9 1.356
4 H 1.374 1.656 1.613  C1 1.093
5 H -0.178 1.566 2.319  C1 1.090
6 H 1.159 2.063 3.421  C1 1.082
7 H 0.598 -0.640 3.275  C2 1.085
8 H 2.303 -0.037 2.975  C2 1.084
9 H 1.264 -1.660 0.054  S3 1.356
10 C -1.003 0.802 -1.127  C11 1.571, H13 1.087, H14 1.085, H15 1.092
11 C -0.436 -0.296 -2.097  C10 1.571, C12 1.507, H16 1.090, H17 1.093
12 C -1.336 -1.486 -2.312  C11 1.507, H18 1.097, H19 1.089, H20 1.091
13 H -1.628 1.501 -1.678  C10 1.087
14 H -1.564 0.507 -0.247  C10 1.085
15 H -0.069 1.234 -0.763  C10 1.092
16 H -0.215 0.359 -2.940  C11 1.090
17 H 0.510 -0.545 -1.611  C11 1.093
18 H -1.010 -2.032 -3.206  C12 1.097
19 H -2.387 -1.232 -2.448  C12 1.089
20 H -1.241 -2.272 -1.562  C12 1.091

- SMILES: CCC.CCS
- HOMO level: -9.019 eV

--- 2 ---
ORCA calculation (ωB97M-V/def2-TZVPD) on a cluster of 2 separate species, C5H14S in total.

Each atom is followed by the atoms it is bonded to, with distances in Å.
Cartesian coordinates (Å):
1 C 0.365 0.358 1.768  C2 1.507, S4 1.816, H5 1.046, H6 1.170
2 C 0.569 0.967 3.131  C1 1.507, H7 1.113, H8 1.163, H12 1.146
3 C -1.187 -1.665 0.179  S4 1.852, H9 1.062, H10 1.052, H11 1.058
4 S -1.230 -0.496 1.614  C1 1.816, C3 1.852
5 H 0.355 1.053 0.986  C1 1.046
6 H 1.051 -0.589 1.743  C1 1.170
7 H 0.708 0.447 4.106  C2 1.113
8 H -0.312 1.650 3.461  C2 1.163
9 H -0.482 -2.456 0.252  C3 1.062
10 H -2.016 -2.309 0.238  C3 1.052
11 H -1.257 -1.103 -0.714  C3 1.058
12 H 1.586 1.495 3.114  C2 1.146
13 C 0.132 0.850 -1.959  C14 1.587, H15 1.109, H16 1.112, H17 1.098
14 C 0.275 -0.219 -3.123  C13 1.587, H18 1.123, H19 1.073, H20 1.127
15 H -0.560 0.389 -1.225  C13 1.109
16 H 1.045 1.178 -1.416  C13 1.112
17 H -0.204 1.860 -2.229  C13 1.098
18 H 1.319 -0.631 -3.100  C14 1.123
19 H 0.157 0.343 -4.029  C14 1.073
20 H -0.315 -1.122 -2.796  C14 1.127

- SMILES: CCSC.CC
- HOMO level: -8.452 eV

Which is most stable? The ranking, best first, is 2, 1.

--- 1 ---
ORCA calculation (ωB97M-V/def2-TZVPD) on a cluster of 2 separate species, C5H14S in total.

Each atom is followed by the atoms it is bonded to, with distances in Å.
Cartesian coordinates (Å):
1 C -1.144 1.884 -1.131  C2 1.527, C3 1.488, H4 1.093, H5 1.123
2 C -1.161 3.381 -1.430  C1 1.527, H6 1.094, H7 1.103, H9 1.079
3 C -2.552 1.646 -0.715  C1 1.488, H8 1.166, H10 1.152, H11 1.086
4 H -0.455 1.625 -0.324  C1 1.093
5 H -0.699 1.300 -1.980  C1 1.123
6 H -1.738 3.828 -0.615  C2 1.094
7 H -0.160 3.842 -1.383  C2 1.103
8 H -2.931 0.585 -1.019  C3 1.166
9 H -1.648 3.585 -2.372  C2 1.079
10 H -3.292 2.386 -1.195  C3 1.152
11 H -2.809 1.811 0.327  C3 1.086
12 C 1.642 -3.615 0.280  S14 1.962, H15 1.093, H16 1.072, H17 1.131
13 C 2.351 -2.143 2.259  S14 1.788, H18 1.081, H19 1.058, H20 1.116
14 S 2.758 -2.020 0.523  C12 1.962, C13 1.788
15 H 1.229 -3.718 -0.727  C12 1.093
16 H 2.439 -4.267 0.577  C12 1.072
17 H 1.036 -3.931 1.180  C12 1.131
18 H 2.927 -1.305 2.625  C13 1.081
19 H 2.912 -2.978 2.587  C13 1.058
20 H 1.298 -1.894 2.533  C13 1.116

- SMILES: CCC.CSC
- HOMO level: -8.540 eV

--- 2 ---
ORCA calculation (ωB97M-V/def2-TZVPD) on a cluster of 2 separate species, C5H14S in total.

Each atom is followed by the atoms it is bonded to, with distances in Å.
Cartesian coordinates (Å):
1 C 0.769 2.139 0.327  C2 1.530, H4 1.087, H5 1.086, H6 1.099
2 C -0.361 1.747 1.281  C1 1.530, S3 1.879, H7 1.093, H8 1.081
3 S -1.937 1.368 0.332  C2 1.879, H9 1.351
4 H 0.437 2.613 -0.592  C1 1.087
5 H 1.475 1.350 0.082  C1 1.086
6 H 1.415 2.894 0.796  C1 1.099
7 H -0.068 0.761 1.649  C2 1.093
8 H -0.624 2.370 2.124  C2 1.081
9 H -1.462 0.255 -0.270  S3 1.351
10 C 1.660 -2.638 0.325  C11 1.529, H13 1.097, H14 1.091, H15 1.094
11 C 0.873 -2.657 -0.987  C10 1.529, C12 1.522, H16 1.098, H17 1.086
12 C 0.640 -1.259 -1.541  C11 1.522, H18 1.091, H19 1.080, H20 1.092
13 H 2.007 -1.635 0.604  C10 1.097
14 H 2.563 -3.250 0.312  C10 1.091
15 H 1.087 -2.893 1.222  C10 1.094
16 H -0.117 -3.070 -0.757  C11 1.098
17 H 1.372 -3.360 -1.648  C11 1.086
18 H -0.099 -1.221 -2.343  C12 1.091
19 H 0.323 -0.488 -0.854  C12 1.080
20 H 1.600 -0.932 -1.946  C12 1.092

- SMILES: CCC.CCS
- HOMO level: -8.993 eV

--- 3 ---
ORCA calculation (ωB97M-V/def2-TZVPD) on a cluster of 2 separate species, C5H14S in total.

Each atom is followed by the atoms it is bonded to, with distances in Å.
Cartesian coordinates (Å):
1 C -2.198 1.227 1.461  C2 1.528, C3 1.528, H4 1.127, H5 1.169
2 C -2.408 0.507 0.129  C1 1.528, H6 1.061, H10 1.133, H11 1.137
3 C -1.084 2.258 1.284  C1 1.528, H7 1.092, H8 1.092, H9 1.227
4 H -3.161 1.633 1.882  C1 1.127
5 H -1.796 0.409 2.194  C1 1.169
6 H -2.186 -0.509 0.337  C2 1.061
7 H -1.371 2.644 0.303  C3 1.092
8 H -1.020 3.030 2.054  C3 1.092
9 H 0.043 1.816 1.482  C3 1.227
10 H -3.485 0.171 0.023  C2 1.133
11 H -1.935 1.087 -0.727  C2 1.137
12 C 1.789 -1.227 -1.485  C13 1.516, S14 1.905, H15 1.145, H16 1.008
13 C 0.414 -1.753 -1.846  C12 1.516, H17 1.151, H19 1.223, H20 1.118
14 S 1.900 -0.456 0.253  C12 1.905, H18 1.242
15 H 2.352 -2.149 -1.106  C12 1.145
16 H 2.400 -0.922 -2.227  C12 1.008
17 H 0.277 -2.399 -2.789  C13 1.151
18 H 0.892 0.242 0.448  S14 1.242
19 H -0.638 -1.129 -1.853  C13 1.223
20 H 0.144 -2.704 -1.324  C13 1.118

- SMILES: CCC.CCS
- HOMO level: -9.067 eV

Which is most stable? The ranking, best first, is 2, 1, 3.